(1)
Formula: C18H25F3N4O3
Source: the OMol25 dataset
Level of theory: the ωB97M-V functional and the def2-TZVPD basis

As for the energy relative to the best compared isomer or geometry (same formula, charge and spin): 0.00 kcal per mole. As for the HOMO energy: -8.44 eV. As for the SMILES: COCCNC(=O)CN1CCC(NC(=O)Nc2ccc(C(F)(F)F)cc2)CC1. Its net charge is 0. The calculation puts the HOMO-LUMO gap at 8.9 eV.

Positions of all 53 atoms, in Å:
C (-2.897, -2.419, -1.187)
O (-1.791, -2.053, -1.975)
C (-0.576, -2.117, -1.276)
C (0.550, -1.732, -2.242)
N (1.846, -1.805, -1.606)
C (2.480, -0.724, -1.114)
O (2.033, 0.405, -1.252)
C (3.772, -1.023, -0.339)
N (3.804, -0.374, 0.959)
C (2.622, -0.757, 1.727)
C (2.343, 0.135, 2.927)
C (2.333, 1.596, 2.464)
N (1.422, 1.802, 1.352)
C (0.091, 1.539, 1.447)
O (-0.511, 1.433, 2.493)
N (-0.488, 1.435, 0.187)
C (-1.816, 1.252, -0.145)
C (-2.143, 1.149, -1.501)
C (-3.445, 0.943, -1.896)
C (-4.449, 0.844, -0.939)
C (-5.851, 0.570, -1.382)
F (-6.774, 0.846, -0.450)
F (-6.199, 1.265, -2.480)
F (-6.035, -0.733, -1.708)
C (-4.137, 0.954, 0.411)
C (-2.832, 1.159, 0.809)
C (3.754, 1.918, 2.019)
C (4.155, 1.044, 0.831)
H (-2.986, -1.775, -0.305)
H (-2.818, -3.462, -0.858)
H (-3.779, -2.300, -1.812)
H (-0.589, -1.429, -0.415)
H (-0.407, -3.137, -0.891)
H (0.400, -0.706, -2.579)
H (0.523, -2.397, -3.108)
H (2.214, -2.724, -1.418)
H (3.871, -2.102, -0.187)
H (4.626, -0.676, -0.926)
H (1.714, -0.766, 1.100)
H (2.789, -1.788, 2.062)
H (3.109, 0.008, 3.691)
H (1.376, -0.133, 3.352)
H (2.016, 2.245, 3.288)
H (1.836, 1.679, 0.438)
H (0.152, 1.444, -0.599)
H (-1.363, 1.226, -2.244)
H (-3.689, 0.857, -2.944)
H (-4.919, 0.880, 1.151)
H (-2.584, 1.244, 1.853)
H (4.425, 1.743, 2.860)
H (3.843, 2.965, 1.724)
H (3.731, 1.474, -0.085)
H (5.247, 1.077, 0.720)

=====

(2)
Formula: C18H25F6GeN2OPPb
Source: the OMol25 dataset
Level of theory: the ωB97M-V functional and the def2-TZVPD basis

As for the energy relative to the best compared isomer or geometry (same formula, charge and spin): 1.59 kcal per mole. As for the HOMO energy (alpha / beta): -11.35 / -11.51 eV. Its net charge is +1. As for the spin multiplicity: 2. The calculation puts the HOMO-LUMO gap (alpha / beta) at 7.5 / 7.6 eV.

Positions of all 55 atoms, in Å:
Pb (0.977, 0.695, -0.094)
C (-4.183, -0.091, -0.042)
H (-4.006, -0.474, 0.963)
H (-4.824, -0.751, -0.681)
Ge (-3.662, 1.665, -0.539)
C (-1.945, 1.642, -1.487)
C (-1.168, 2.780, -1.747)
C (0.027, 2.672, -2.472)
C (0.452, 1.470, -3.011)
C (-0.274, 0.322, -2.650)
C (-1.465, 0.460, -1.979)
C (-3.616, 2.825, 1.052)
C (-4.548, 3.816, 1.187)
C (-4.728, 4.453, 2.415)
C (-4.023, 3.986, 3.517)
C (-3.105, 3.027, 3.400)
C (-2.916, 2.417, 2.183)
H (-4.651, 2.203, -1.623)
H (-1.561, 3.715, -1.431)
H (0.580, 3.522, -2.732)
H (1.283, 1.453, -3.675)
H (0.035, -0.681, -2.947)
H (-2.114, -0.396, -1.830)
H (-5.149, 4.051, 0.353)
H (-5.545, 5.253, 2.464)
H (-4.271, 4.300, 4.545)
H (-2.700, 2.667, 4.321)
H (-2.179, 1.653, 2.120)
F (-0.099, -1.269, 0.636)
P (0.050, -1.427, 2.274)
F (-1.292, -0.594, 2.468)
F (-0.760, -2.815, 2.207)
F (0.297, -1.496, 3.858)
F (0.898, 0.062, 2.211)
F (1.486, -2.175, 2.026)
C (4.100, -2.760, 1.032)
N (3.671, -1.655, 0.076)
C (3.719, -0.368, 0.775)
C (2.826, -1.874, -0.965)
O (2.000, -0.990, -1.351)
N (3.033, -2.975, -1.723)
C (4.221, -3.820, -1.801)
C (2.140, -3.197, -2.879)
H (3.452, -2.710, 1.932)
H (5.159, -2.699, 1.208)
H (3.967, -3.748, 0.650)
H (4.666, -0.400, 1.256)
H (2.859, -0.349, 1.564)
H (3.858, 0.423, -0.017)
H (5.004, -3.393, -1.197)
H (4.524, -3.799, -2.821)
H (3.992, -4.851, -1.561)
H (1.979, -4.240, -3.025)
H (2.406, -2.700, -3.781)
H (1.123, -2.834, -2.630)

=====

(3)
Formula: C18H25FN4O
Source: the OMol25 dataset
Level of theory: the ωB97M-V functional and the def2-TZVPD basis

As for the HOMO energy: -8.68 eV. As for the SMILES: [H]/N=C\Cc1cc(C[C@H](C)F)c2ncc(COCCC)nc2c1CN. Its net charge is 0. The calculation puts the HOMO-LUMO gap at 8.3 eV.

Positions of all 49 atoms, in Å:
H (3.869, 0.387, 3.792)
N (2.929, 0.511, 4.170)
C (2.195, 1.113, 3.338)
C (2.640, 1.586, 1.984)
C (1.772, 1.053, 0.867)
C (2.364, 0.052, 0.065)
C (1.701, -0.598, -0.955)
C (2.355, -1.674, -1.786)
C (3.352, -2.546, -1.032)
C (4.786, -2.297, -1.450)
F (3.063, -3.886, -1.308)
C (0.361, -0.221, -1.237)
N (-0.302, -0.829, -2.264)
C (-1.527, -0.437, -2.445)
C (-2.159, 0.549, -1.660)
C (-3.604, 0.917, -1.910)
O (-4.339, 0.931, -0.701)
C (-5.085, -0.244, -0.463)
C (-4.229, -1.418, -0.044)
C (-3.447, -1.137, 1.233)
N (-1.537, 1.160, -0.695)
C (-0.249, 0.782, -0.451)
C (0.465, 1.428, 0.609)
C (-0.281, 2.492, 1.395)
N (0.354, 3.814, 1.463)
H (1.174, 1.279, 3.656)
H (2.675, 2.669, 1.969)
H (3.653, 1.235, 1.808)
H (3.387, -0.232, 0.268)
H (2.809, -1.240, -2.673)
H (1.582, -2.341, -2.147)
H (3.215, -2.442, 0.039)
H (4.973, -1.229, -1.492)
H (4.903, -2.704, -2.450)
H (5.496, -2.792, -0.798)
H (-2.092, -0.904, -3.241)
H (-4.043, 0.218, -2.621)
H (-3.645, 1.923, -2.315)
H (-5.765, -0.005, 0.353)
H (-5.708, -0.493, -1.326)
H (-3.521, -1.669, -0.835)
H (-4.835, -2.310, 0.096)
H (-4.088, -1.247, 2.106)
H (-2.619, -1.826, 1.358)
H (-3.067, -0.121, 1.242)
H (-0.429, 2.127, 2.408)
H (-1.273, 2.624, 0.992)
H (1.021, 3.971, 0.726)
H (0.751, 4.021, 2.363)

=====

Copy entry 2 word for word.
Formula: C18H25F6GeN2OPPb
Source: the OMol25 dataset
Level of theory: the ωB97M-V functional and the def2-TZVPD basis

As for the energy relative to the best compared isomer or geometry (same formula, charge and spin): 1.59 kcal per mole. As for the HOMO energy (alpha / beta): -11.35 / -11.51 eV. Its net charge is +1. As for the spin multiplicity: 2. The calculation puts the HOMO-LUMO gap (alpha / beta) at 7.5 / 7.6 eV.

Positions of all 55 atoms, in Å:
Pb (0.977, 0.695, -0.094)
C (-4.183, -0.091, -0.042)
H (-4.006, -0.474, 0.963)
H (-4.824, -0.751, -0.681)
Ge (-3.662, 1.665, -0.539)
C (-1.945, 1.642, -1.487)
C (-1.168, 2.780, -1.747)
C (0.027, 2.672, -2.472)
C (0.452, 1.470, -3.011)
C (-0.274, 0.322, -2.650)
C (-1.465, 0.460, -1.979)
C (-3.616, 2.825, 1.052)
C (-4.548, 3.816, 1.187)
C (-4.728, 4.453, 2.415)
C (-4.023, 3.986, 3.517)
C (-3.105, 3.027, 3.400)
C (-2.916, 2.417, 2.183)
H (-4.651, 2.203, -1.623)
H (-1.561, 3.715, -1.431)
H (0.580, 3.522, -2.732)
H (1.283, 1.453, -3.675)
H (0.035, -0.681, -2.947)
H (-2.114, -0.396, -1.830)
H (-5.149, 4.051, 0.353)
H (-5.545, 5.253, 2.464)
H (-4.271, 4.300, 4.545)
H (-2.700, 2.667, 4.321)
H (-2.179, 1.653, 2.120)
F (-0.099, -1.269, 0.636)
P (0.050, -1.427, 2.274)
F (-1.292, -0.594, 2.468)
F (-0.760, -2.815, 2.207)
F (0.297, -1.496, 3.858)
F (0.898, 0.062, 2.211)
F (1.486, -2.175, 2.026)
C (4.100, -2.760, 1.032)
N (3.671, -1.655, 0.076)
C (3.719, -0.368, 0.775)
C (2.826, -1.874, -0.965)
O (2.000, -0.990, -1.351)
N (3.033, -2.975, -1.723)
C (4.221, -3.820, -1.801)
C (2.140, -3.197, -2.879)
H (3.452, -2.710, 1.932)
H (5.159, -2.699, 1.208)
H (3.967, -3.748, 0.650)
H (4.666, -0.400, 1.256)
H (2.859, -0.349, 1.564)
H (3.858, 0.423, -0.017)
H (5.004, -3.393, -1.197)
H (4.524, -3.799, -2.821)
H (3.992, -4.851, -1.561)
H (1.979, -4.240, -3.025)
H (2.406, -2.700, -3.781)
H (1.123, -2.834, -2.630)